1.
{"formula": "H12O6", "method": "ωB97M-V/def2-TZVPD", "species": ["O", "H", "H", "O", "H", "H", "O", "H", "H", "O", "H", "H", "O", "H", "H", "O", "H", "H"], "coordinates": [[1.20196, 24.77159, 18.90506], [1.08876, 23.83546, 18.74050], [0.51936, 25.19153, 18.38167], [-2.83805, 29.88896, 21.46346], [-2.59506, 30.38306, 22.24644], [-2.51442, 29.00338, 21.62848], [4.68493, 28.14766, 19.08542], [5.42676, 27.59508, 18.83929], [3.91948, 27.58265, 18.98012], [-0.74899, 26.14390, 22.51691], [-0.07172, 25.88584, 21.89166], [-0.50190, 25.70733, 23.33213], [0.30219, 23.74284, 26.28710], [0.44600, 23.91732, 27.21721], [0.48937, 22.80956, 26.18625], [-4.15035, 24.92619, 26.66499], [-4.82503, 24.60651, 26.06595], [-3.38527, 25.07251, 26.10870]], "atomic_forces_ev_per_a": [[0.17, 0.14, 0.19], [0.01, -0.26, -0.02], [-0.18, 0.16, -0.14], [-0.14, 0.11, -0.20], [0.05, 0.14, 0.18], [0.11, -0.30, 0.04], [0.02, 0.23, 0.06], [0.21, -0.11, -0.05], [-0.24, -0.14, -0.01], [-0.25, 0.18, -0.05], [0.20, -0.06, -0.24], [0.07, -0.11, 0.27], [-0.08, 0.17, -0.22], [0.01, 0.10, 0.24], [0.03, -0.24, -0.06], [-0.03, 0.03, 0.24], [-0.20, -0.07, -0.12], [0.25, 0.04, -0.11]], "lowdin_charge": [-0.05, 0.03, 0.03, -0.05, 0.03, 0.02, -0.05, 0.03, 0.02, -0.05, 0.02, 0.03, -0.05, 0.03, 0.03, -0.05, 0.03, 0.02], "lumo_ev": 0.413, "spin_multiplicity": 1, "charge": 0, "homo_ev": -11.30, "e_tot_ha": -458.61000, "de_lowest_kcal_mol": 39.20}

***

2.
{"formula": "C5H4F2", "method": "ωB97M-V/def2-TZVPD", "species": ["C", "C", "C", "C", "C", "F", "F", "H", "H", "H", "H"], "coordinates": [[-0.91430, 1.00106, 0.00809], [-0.48571, -1.16281, -0.15084], [-0.03720, -0.00363, 0.82222], [-0.07730, 0.12071, -0.82551], [1.10573, 0.44979, 0.04673], [1.97677, 1.37360, -0.06060], [2.71606, -1.34911, -0.00440], [-1.97768, 0.83956, 0.09294], [-0.89903, 1.99921, 0.16756], [0.19499, -1.98383, -0.11723], [-1.60233, -1.28455, 0.02103]], "atomic_forces_ev_per_a": [[-1.59, -1.44, 0.85], [-0.52, 0.99, 1.39], [-0.32, 0.54, -0.29], [0.51, -0.36, 0.14], [1.68, -2.54, -1.53], [-0.83, -0.58, 0.71], [-2.19, 2.00, 0.03], [-0.24, -1.16, -0.22], [1.54, 3.25, 0.01], [0.27, -0.53, -0.40], [1.69, -0.15, -0.67]], "lowdin_charge": [-0.05, 0.02, -0.01, -0.07, -0.11, 0.25, -0.48, 0.12, 0.08, 0.10, 0.14], "lumo_ev": [-1.413, -1.413], "spin_multiplicity": 1, "charge": 0, "homo_ev": [-10.29, -10.29], "e_tot_ha": -392.35526, "de_lowest_kcal_mol": 162.72}

***

3.
{"formula": "C4H9N3O", "method": "ωB97M-V/def2-TZVPD", "species": ["C", "C", "N", "C", "C", "O", "N", "N", "H", "H", "H", "H", "H", "H", "H", "H", "H"], "coordinates": [[-1.09900, 1.01336, -0.24563], [-2.32877, 0.48571, -0.95435], [-0.14050, -0.38733, -0.14058], [0.49634, 0.31411, 0.65636], [2.66496, -1.84036, -0.30904], [-1.53712, 1.71415, 0.87557], [1.62726, -2.37470, 0.13741], [0.82484, 0.78313, 1.74331], [-0.77095, 1.96485, 1.41863], [0.69816, -1.85944, -0.08891], [-0.56523, 1.69592, -0.93379], [1.70106, 0.62183, 2.20760], [-2.04724, -0.00998, -1.87985], [-2.98463, 1.31859, -1.19798], [-2.85522, -0.20510, -0.30052], [3.62245, -2.26692, -0.01712], [2.69359, -0.96782, -0.97111]], "atomic_forces_ev_per_a": [[-1.55, 0.79, -2.02], [0.10, -0.05, 0.01], [-0.52, 3.80, 0.19], [0.32, -3.01, 2.24], [0.23, 0.23, -0.20], [0.34, -0.89, -0.10], [-2.05, 0.11, 0.39], [0.42, 0.47, -0.71], [-0.11, 0.09, 0.06], [2.28, -1.44, -0.05], [0.19, -0.42, 0.41], [0.26, 0.30, -0.21], [0.04, -0.10, 0.07], [-0.04, 0.10, 0.10], [-0.02, -0.07, -0.01], [0.18, -0.03, -0.17], [-0.06, 0.13, 0.02]], "lowdin_charge": [-0.38, -0.05, 0.14, -0.39, -0.18, -0.01, 0.01, 0.18, 0.07, 0.02, 0.15, 0.09, 0.08, 0.08, 0.09, 0.05, 0.06], "lumo_ev": 0.715, "spin_multiplicity": 1, "charge": 0, "homo_ev": -9.33, "e_tot_ha": -397.18943, "de_lowest_kcal_mol": 101.16}

***

4.
{"formula": "C4H9NO", "method": "ωB97M-V/def2-TZVPD", "species": ["C", "C", "N", "C", "O", "C", "H", "H", "H", "H", "H", "H", "H", "H", "H"], "coordinates": [[2.39534, 0.89841, 0.49411], [1.09563, 0.48023, -0.07518], [0.08311, 0.21104, 0.67129], [-0.38981, -1.02701, 0.10761], [-1.73839, -1.24249, -0.13123], [-2.55099, -0.12770, -0.42772], [2.20644, 1.75864, 1.12958], [2.77501, 0.08782, 1.13545], [3.13688, 1.10039, -0.27929], [1.03059, 0.38822, -1.17205], [0.36864, -1.19707, -0.72772], [-0.06382, -1.80513, 0.80277], [-3.35510, -0.48635, -1.07849], [-1.99745, 0.67226, -0.93447], [-2.99609, 0.28873, 0.48534]], "atomic_forces_ev_per_a": [[0.14, 0.50, 0.11], [0.05, 0.86, 0.43], [0.85, -0.33, -0.06], [0.49, -0.62, -0.58], [-0.05, -0.08, -0.02], [-0.13, 0.23, -0.09], [0.36, 0.24, 0.19], [-0.18, 0.25, -0.20], [-0.05, 0.22, 0.13], [0.27, -0.60, 0.28], [-1.72, -0.66, -0.43], [-0.24, 0.05, 0.25], [0.15, 0.12, 0.09], [-0.06, -0.14, 0.02], [0.12, -0.05, -0.13]], "lowdin_charge": [-0.06, -0.27, 0.05, -0.33, -0.15, -0.11, 0.08, 0.09, 0.07, 0.12, 0.12, 0.13, 0.09, 0.08, 0.09], "lumo_ev": 0.937, "spin_multiplicity": 1, "charge": 0, "homo_ev": -9.15, "e_tot_ha": -287.70588, "de_lowest_kcal_mol": 79.43}